{
  "formula": "C23H49AlF3O11P2",
  "method": "ωB97M-V with the def2-TZVPD basis set",
  "symbols": ["C", "C", "C", "Al", "C", "C", "C", "C", "O", "C", "F", "F", "F", "O", "C", "C", "C", "O", "H", "H", "H", "H", "H", "H", "H", "H", "H", "H", "H", "H", "H", "H", "H", "H", "H", "H", "H", "O", "P", "O", "C", "C", "O", "C", "C", "O", "C", "C", "H", "H", "H", "H", "H", "H", "H", "H", "H", "H", "H", "H", "H", "H", "H", "O", "P", "O", "C", "C", "O", "C", "C", "O", "C", "C", "H", "H", "H", "H", "H", "H", "H", "H", "H", "H", "H", "H", "H", "H", "H"],
  "coordinates": [[0.51, 3.59, -3.10], [0.90, 2.45, -2.94], [1.47, 1.04, -2.62], [3.32, 1.25, -1.68], [2.98, 0.59, 0.25], [2.40, -0.89, 0.10], [2.36, -1.64, 1.50], [4.61, 0.00, -2.67], [5.36, -0.94, -1.83], [6.48, -0.41, -1.30], [7.18, -1.48, -0.72], [6.26, 0.47, -0.26], [7.34, 0.17, -2.20], [3.73, 3.05, -1.78], [5.08, 3.31, -2.13], [5.36, 3.41, -3.69], [4.04, 3.23, -4.54], [6.03, 4.65, -4.07], [0.50, 4.69, -3.18], [1.63, 0.56, -3.64], [0.75, 0.43, -2.01], [3.93, 0.53, 0.86], [2.24, 1.22, 0.80], [3.02, -1.47, -0.65], [1.33, -0.83, -0.29], [2.67, -0.91, 2.30], [1.33, -2.02, 1.73], [3.08, -2.51, 1.53], [5.25, 0.64, -3.34], [3.98, -0.64, -3.36], [5.33, 4.34, -1.71], [5.84, 2.60, -1.68], [6.12, 2.59, -3.93], [4.31, 3.41, -5.61], [3.31, 4.02, -4.20], [3.58, 2.22, -4.39], [5.42, 5.05, -4.72], [-0.34, -0.28, 3.40], [-0.46, 0.26, 4.82], [-1.14, -1.14, 5.41], [-0.30, -2.27, 5.61], [0.64, -2.07, 6.79], [-1.84, 1.12, 4.51], [-1.98, 1.79, 3.26], [-2.89, 1.01, 2.34], [-0.48, 0.85, 6.41], [-1.65, 1.21, 7.13], [-2.56, 0.06, 7.50], [0.27, -2.48, 4.69], [-0.95, -3.12, 5.80], [1.35, -1.26, 6.59], [1.21, -2.99, 6.98], [0.09, -1.81, 7.69], [-1.01, 1.96, 2.80], [-2.41, 2.78, 3.45], [-2.63, -0.05, 2.30], [-2.86, 1.41, 1.32], [-3.92, 1.06, 2.70], [-2.19, 2.00, 6.62], [-1.28, 1.66, 8.06], [-3.09, -0.32, 6.63], [-3.32, 0.40, 8.22], [-2.00, -0.76, 7.95], [-3.20, -0.38, -1.06], [-4.19, -1.31, -1.73], [-3.10, -2.40, -2.31], [-2.49, -3.30, -1.39], [-3.47, -4.35, -0.88], [-4.39, -0.36, -3.07], [-4.34, 1.06, -2.96], [-2.99, 1.58, -3.44], [-5.47, -2.27, -2.26], [-5.82, -2.47, -3.63], [-4.81, -3.26, -4.45], [-2.06, -2.74, -0.55], [-1.67, -3.79, -1.92], [-4.26, -3.88, -0.29], [-2.95, -5.08, -0.25], [-3.94, -4.87, -1.71], [-4.54, 1.38, -1.93], [-5.14, 1.48, -3.58], [-2.16, 1.02, -3.01], [-2.87, 2.63, -3.19], [-2.91, 1.46, -4.52], [-6.07, -1.53, -4.11], [-6.75, -3.04, -3.61], [-3.92, -2.67, -4.65], [-5.25, -3.54, -5.41], [-4.51, -4.17, -3.93]],
  "multiplicity": 1,
  "mol_weight_da": 647.56,
  "homo_ev": -4.81,
  "total_charge": -1
}

=====

{
  "formula": "C23H49AuN3P4Se",
  "method": "ωB97M-V with the def2-TZVPD basis set",
  "symbols": ["Au", "P", "P", "P", "H", "C", "C", "H", "C", "C", "C", "C", "C", "C", "C", "C", "C", "H", "H", "H", "H", "H", "H", "H", "H", "H", "H", "H", "H", "H", "H", "H", "H", "H", "H", "H", "H", "H", "H", "H", "H", "H", "H", "H", "H", "H", "C", "C", "C", "C", "C", "C", "Se", "H", "H", "H", "H", "H", "H", "C", "N", "C", "N", "C", "N", "C", "P", "C", "C", "H", "H", "H", "H", "H", "H", "H", "H", "H", "H", "H", "H"],
  "coordinates": [[-0.98, -0.01, -0.78], [-2.07, -2.05, 0.06], [1.37, -0.25, 1.78], [0.61, -0.93, -2.28], [-3.33, 2.05, -3.86], [-3.19, 0.96, -3.93], [-2.81, 0.26, -2.83], [-2.93, 0.73, -1.85], [-3.46, -1.64, 1.17], [-0.95, -3.04, 1.10], [-2.79, -3.20, -1.17], [2.77, 0.97, 1.87], [0.77, -0.11, 3.52], [2.37, -1.79, 1.97], [0.24, -1.03, -4.07], [1.00, -2.66, -1.84], [2.26, -0.17, -2.24], [-3.54, 0.47, -4.84], [-2.48, -0.80, -2.91], [-4.07, -0.87, 0.68], [-3.10, -1.27, 2.14], [-4.10, -2.52, 1.35], [-0.57, -2.46, 1.96], [-0.09, -3.36, 0.49], [-1.45, -3.93, 1.48], [-3.57, -2.68, -1.75], [-3.24, -4.06, -0.67], [-2.03, -3.57, -1.87], [3.42, 0.74, 2.73], [2.37, 1.99, 1.98], [3.36, 0.94, 0.95], [1.57, -0.41, 4.22], [-0.11, -0.75, 3.69], [0.46, 0.93, 3.73], [2.97, -1.74, 2.89], [3.04, -1.89, 1.10], [1.72, -2.68, 2.01], [1.09, -1.53, -4.56], [0.09, -0.04, -4.51], [-0.67, -1.63, -4.22], [1.70, -3.09, -2.57], [0.07, -3.25, -1.85], [1.46, -2.71, -0.84], [2.85, -0.48, -3.12], [2.79, -0.47, -1.33], [2.14, 0.93, -2.25], [1.20, 4.13, -3.28], [0.04, 3.37, -3.54], [-0.27, 3.00, -4.86], [0.51, 3.50, -5.93], [1.58, 4.37, -5.67], [1.94, 4.68, -4.35], [1.82, 4.20, -1.44], [2.87, 3.18, -1.66], [-0.57, 3.01, -2.70], [-1.13, 2.37, -5.04], [0.25, 3.19, -6.94], [2.15, 4.80, -6.51], [2.81, 5.32, -4.14], [-1.95, 3.60, 3.01], [-1.24, 4.06, 1.79], [-2.18, 4.74, 0.91], [-3.38, 3.92, 0.57], [-4.02, 3.46, 1.81], [-3.08, 2.72, 2.70], [-2.66, 1.44, 2.13], [-1.78, 1.75, 0.50], [-0.53, 2.98, 1.12], [-3.04, 2.82, -0.33], [-2.33, 4.50, 3.51], [-1.24, 3.05, 3.64], [-1.67, 5.04, -0.02], [-2.55, 5.63, 1.43], [-4.84, 2.79, 1.55], [-4.37, 4.35, 2.35], [-1.99, 0.90, 2.82], [-3.55, 0.81, 1.94], [0.17, 2.50, 1.84], [0.05, 3.35, 0.26], [-3.94, 2.24, -0.55], [-2.62, 3.22, -1.27]],
  "multiplicity": 3,
  "e_above_lowest_ev": 0.056,
  "mol_weight_da": 767.49,
  "s_squared": 2.014,
  "homo_ev": [-16.13, -15.99],
  "total_charge": 3
}

=====

> Number 1 is which compound?

C23H49AlF3O11P2

=====

> What is the formula in the second record?

C23H49AuN3P4Se